Record 1
Below is a 3-piece molecular cluster, C30H46F9N3O4 overall in a non-equilibrium geometry, with properties calculated with ωB97M-V with the def2-TZVPD basis set.

The SMILES is CCCCc1nc2c(CCN)cc([C@@H](C)F)c(C(F)(F)F)c2nc1CCCC(F)(F)C(F)(F)F.COCCOC.COCCOC. Its total charge is 0. The calculation puts the frontier orbital gap at 8.4 eV. As for the spin multiplicity: 1. For the strongest force on any atom, the calculation gives 0.0876 Eh/bohr. For the energy, the calculation gives -2534.60529 Ha.

XYZ file:
```
92
C30H46F9N3O4, DFT ωB97M-V with the def2-TZVPD basis set
C -2.330 -4.529 -4.587
C -2.445 -3.403 -3.466
C -1.647 -2.140 -4.042
C -1.659 -0.907 -3.066
C -0.231 -0.255 -2.852
N 0.654 -0.435 -3.854
C 1.856 0.153 -3.481
C 2.967 -0.006 -4.485
C 2.720 -0.823 -5.813
C 1.622 -0.169 -6.752
N 0.464 -1.088 -6.902
C 4.254 0.583 -4.253
C 4.531 1.357 -2.991
C 5.958 1.970 -2.878
C 6.773 2.065 -4.204
F 5.970 3.281 -2.313
C 3.492 1.488 -1.970
C 3.851 2.249 -0.672
F 5.108 1.942 -0.181
F 3.022 2.038 0.395
F 3.744 3.608 -0.946
C 2.144 0.883 -2.250
N 1.160 1.065 -1.291
C -0.017 0.485 -1.573
C -1.140 0.632 -0.484
C -0.821 -0.169 0.837
C -0.729 -1.736 0.647
C 0.681 -2.265 1.090
F 0.687 -2.316 2.490
F 1.712 -1.428 0.690
C 1.003 -3.731 0.557
F 0.382 -4.034 -0.619
F 0.645 -4.672 1.487
F 2.355 -3.828 0.367
H -1.424 -4.296 -5.220
H -2.170 -5.554 -4.173
H -3.201 -4.486 -5.299
H -1.831 -3.749 -2.584
H -3.500 -3.153 -3.199
H -0.636 -2.521 -4.316
H -2.232 -1.832 -4.959
H -2.029 -1.286 -2.069
H -2.354 -0.077 -3.355
H 2.472 -1.884 -5.518
H 3.728 -0.894 -6.316
H 2.109 0.052 -7.740
H 1.262 0.762 -6.246
H 0.782 -2.058 -6.961
H 0.056 -0.883 -7.819
H 5.012 0.416 -5.048
H 6.549 1.319 -2.172
H 6.157 2.509 -5.037
H 7.708 2.664 -4.104
H 7.042 1.019 -4.534
H -2.167 0.462 -0.888
H -1.106 1.724 -0.192
H 0.083 0.300 1.303
H -1.669 0.015 1.561
H -1.482 -2.248 1.310
H -0.928 -1.980 -0.425
C -4.295 2.035 1.585
O -3.922 1.335 2.762
C -3.609 2.204 3.846
C -4.766 2.313 4.826
O -5.893 2.953 4.236
C -6.886 2.031 3.813
H -4.765 1.325 0.904
H -5.001 2.841 1.793
H -3.399 2.445 1.105
H -3.313 3.193 3.480
H -2.749 1.770 4.366
H -4.454 2.934 5.671
H -5.041 1.327 5.216
H -7.450 1.672 4.679
H -6.455 1.180 3.281
H -7.570 2.552 3.143
C -0.344 2.083 7.188
O -0.374 1.381 5.954
C 0.926 1.012 5.503
C 1.229 -0.447 5.804
O 1.310 -0.685 7.206
C 0.123 -1.256 7.734
H -1.354 2.094 7.595
H 0.321 1.606 7.911
H -0.021 3.115 7.018
H 1.689 1.667 5.938
H 0.942 1.155 4.418
H 2.206 -0.699 5.382
H 0.484 -1.104 5.343
H 0.081 -2.320 7.480
H -0.773 -0.757 7.359
H 0.151 -1.157 8.819
```

---

Record 2
Below is C30H47BF3IrN8S3 as an isolated structure in a non-equilibrium geometry, with properties calculated with ωB97M-V with the def2-TZVPD basis set.

Its total charge is +3. As for the expectation value of S²: 0.76. The calculation puts the frontier orbital gap (spin up / spin down) at 7.3 / 5.8 eV. As for the spin multiplicity: 2. For the strongest force on any atom, the calculation gives 0.0249 Eh/bohr. For the energy, the calculation gives -3231.93885 Ha.

XYZ file:
```
93
C30H47BF3IrN8S3, DFT ωB97M-V with the def2-TZVPD basis set
Ir 0.000 -0.714 0.599
C 1.964 0.121 -4.156
C 1.948 1.223 -3.145
C 2.708 2.359 -3.275
C 2.699 3.393 -2.306
N 1.934 3.248 -1.244
N 1.207 2.135 -1.118
B 0.568 2.568 0.172
N 1.356 2.482 1.417
N 1.175 3.557 2.218
C 2.013 3.738 3.202
C 3.092 2.829 3.406
C 3.239 1.701 2.647
C 4.338 0.711 2.861
C 2.267 1.494 1.636
S 2.244 0.088 0.640
C 1.819 4.985 4.050
C 0.324 5.257 4.251
C 2.466 6.143 3.268
C 2.497 4.842 5.415
N -0.702 3.401 0.132
N -0.627 4.721 0.280
C -1.758 5.395 0.183
C -2.985 4.727 -0.069
C -3.048 3.369 -0.265
C -4.302 2.630 -0.600
C -1.812 2.711 -0.137
S -1.505 1.014 -0.390
C -1.720 6.902 0.325
C -0.305 7.399 0.607
C -2.233 7.516 -0.989
C -2.644 7.300 1.488
C 1.143 1.133 -1.981
S 0.134 -0.276 -1.724
C 3.532 4.644 -2.442
C 5.008 4.226 -2.553
C 3.340 5.556 -1.231
C 3.093 5.372 -3.724
H 2.590 0.386 -5.003
H 0.957 -0.091 -4.520
H 2.354 -0.799 -3.715
H 3.340 2.473 -4.146
H 3.804 3.033 4.195
H 4.992 1.031 3.669
H 4.934 0.594 1.955
H 3.936 -0.275 3.100
H -0.208 5.302 3.300
H 0.202 6.214 4.757
H -0.137 4.490 4.877
H 2.037 6.231 2.269
H 3.545 6.004 3.172
H 2.300 7.079 3.802
H 2.150 3.957 5.954
H 2.250 5.711 6.023
H 3.585 4.811 5.342
H -3.892 5.315 -0.131
H -5.139 3.317 -0.694
H -4.544 1.900 0.175
H -4.192 2.089 -1.541
H 0.397 7.085 -0.167
H 0.059 7.038 1.569
H -0.313 8.488 0.634
H -1.604 7.231 -1.834
H -2.209 8.602 -0.906
H -3.263 7.231 -1.210
H -2.325 6.842 2.426
H -3.687 7.034 1.306
H -2.607 8.382 1.614
H 5.328 3.650 -1.682
H 5.625 5.122 -2.608
H 5.207 3.639 -3.451
H 3.663 5.071 -0.307
H 2.297 5.856 -1.112
H 3.940 6.455 -1.365
H 3.264 4.772 -4.619
H 3.676 6.285 -3.830
H 2.038 5.648 -3.685
N -0.070 -0.844 2.679
C -1.144 -1.795 3.108
C -2.339 -1.530 2.229
N -1.894 -1.695 0.816
H 0.831 -1.157 3.038
H -0.253 0.075 3.075
H -1.359 -1.681 4.169
H -0.763 -2.802 2.938
H -2.684 -0.501 2.348
H -3.165 -2.200 2.465
H -2.621 -1.351 0.192
H -1.775 -2.685 0.605
F 1.760 -2.660 -0.423
C 0.962 -2.511 0.646
F 1.734 -2.696 1.740
F 0.105 -3.561 0.622
```

---

Record 3
Below is C30H47BrCoN2O2S as an isolated structure in a non-equilibrium geometry, with properties calculated with ωB97M-V with the def2-TZVPD basis set.

Its total charge is 0. As for the expectation value of S²: 1.15. The calculation puts the frontier orbital gap (spin up / spin down) at 7.5 / 7.9 eV. As for the spin multiplicity: 2. For the strongest force on any atom, the calculation gives 0.0423 Eh/bohr. For the energy, the calculation gives -5786.31039 Ha.

XYZ file:
```
84
C30H47BrCoN2O2S, DFT ωB97M-V with the def2-TZVPD basis set
Co -0.458 -0.236 0.571
C 0.172 0.223 3.448
C -0.398 1.598 3.172
N -0.707 1.706 1.748
C -1.961 2.393 1.441
C -3.174 1.506 1.692
S -2.995 -0.080 0.845
C -2.993 -1.279 2.194
C -1.939 -1.010 3.251
N -0.612 -0.747 2.690
H 0.179 0.010 4.521
H 1.201 0.172 3.087
H 0.306 2.370 3.483
H -1.311 1.752 3.750
H 0.056 2.150 1.253
H -1.929 2.663 0.390
H -2.079 3.314 2.021
H -4.069 1.986 1.303
H -3.339 1.307 2.753
H -2.788 -2.216 1.677
H -3.986 -1.338 2.638
H -1.910 -1.872 3.920
H -2.239 -0.159 3.860
H -0.099 -1.626 2.614
C 1.759 1.759 -0.023
C 1.427 0.506 -0.575
C 0.184 0.732 -1.361
C -0.104 2.122 -1.219
C 0.860 2.757 -0.450
C 1.016 4.253 -0.199
C 2.257 4.741 -0.966
C -0.203 5.029 -0.699
C 1.217 4.557 1.293
C -0.418 0.052 -2.637
C 0.178 0.738 -3.881
C -0.189 -1.457 -2.789
C -1.939 0.258 -2.689
C 2.593 -0.516 -0.717
C 2.263 -1.995 -0.488
C 3.231 -0.340 -2.107
C 3.685 -0.190 0.315
H 2.613 1.938 0.623
H -0.938 2.618 -1.707
H 2.159 4.512 -2.031
H 3.162 4.247 -0.597
H 2.383 5.825 -0.850
H -0.382 4.841 -1.763
H -0.042 6.105 -0.573
H -1.110 4.758 -0.145
H 2.038 3.964 1.712
H 0.306 4.344 1.868
H 1.459 5.617 1.439
H 1.264 0.630 -3.913
H -0.052 1.807 -3.885
H -0.238 0.293 -4.795
H 0.858 -1.701 -2.961
H -0.748 -1.810 -3.664
H -0.544 -2.016 -1.921
H -2.222 1.317 -2.694
H -2.432 -0.227 -1.846
H -2.333 -0.190 -3.608
H 1.417 -2.349 -1.066
H 2.055 -2.181 0.568
H 3.136 -2.599 -0.762
H 2.612 -0.762 -2.900
H 4.201 -0.851 -2.139
H 3.392 0.721 -2.325
H 3.276 -0.147 1.333
H 4.195 0.752 0.099
H 4.436 -0.985 0.293
Br -3.231 -5.743 -2.757
C -2.023 -5.751 -1.294
C -1.556 -6.959 -0.810
C -0.667 -6.954 0.262
C -0.267 -5.756 0.841
C -0.749 -4.552 0.340
C -1.627 -4.547 -0.739
C -0.339 -3.237 0.963
O 0.272 -3.231 2.044
O -0.738 -2.215 0.299
H -1.881 -7.888 -1.262
H -0.289 -7.897 0.644
H 0.415 -5.730 1.681
H -1.983 -3.605 -1.137
```